7 unconnected molecules or ions with the total composition C25H60N9O11P2, computed with ωB97M-V/def2-TZVPD.

Element x y z (Å)
C (-6.377, 5.591, 3.258)
C (-5.144, 5.632, 2.200)
O (-4.619, 4.294, 2.028)
C (-5.465, 3.494, 1.179)
C (-5.033, 3.609, -0.388)
N (-3.968, 4.638, -0.612)
C (-2.652, 4.105, -0.372)
N (-2.487, 2.933, 0.462)
C (-2.267, 1.680, -0.335)
C (-1.044, 0.901, 0.369)
O (0.149, 1.187, 0.223)
N (-1.628, 4.753, -0.949)
P (0.064, 4.229, -0.807)
P (0.934, 4.750, 1.125)
O (2.112, 3.788, 1.336)
O (-0.108, 4.535, 2.446)
O (1.493, 6.377, 1.055)
H (-7.296, 5.919, 2.659)
H (-6.132, 6.288, 4.117)
H (-6.576, 4.515, 3.594)
H (-5.526, 5.984, 1.184)
H (-4.344, 6.384, 2.534)
H (-5.242, 2.405, 1.461)
H (-6.573, 3.715, 1.285)
H (-5.977, 3.953, -0.932)
H (-4.759, 2.603, -0.838)
H (-4.031, 5.049, -1.556)
H (-1.713, 3.023, 1.133)
H (-3.187, 1.015, -0.188)
H (-2.120, 1.838, -1.448)
H (-1.310, 0.049, 1.092)
H (-1.820, 5.598, -1.515)
H (0.782, 5.030, -1.761)
H (-0.998, 4.914, 2.276)
H (0.665, 6.906, 1.036)
C (-4.076, -1.154, -1.611)
O (-4.379, -0.339, -2.470)
N (-4.896, -2.110, -1.110)
C (-4.456, -3.041, -0.086)
C (-6.254, -2.207, -1.612)
H (-3.069, -1.170, -1.162)
H (-4.542, -4.059, -0.469)
H (-5.092, -2.927, 0.795)
H (-3.419, -2.853, 0.195)
H (-6.226, -2.389, -2.689)
H (-6.772, -1.262, -1.430)
H (-6.786, -3.018, -1.117)
C (-7.310, 3.073, -3.048)
O (-7.440, 4.100, -2.400)
N (-6.646, 2.968, -4.228)
C (-6.536, 1.708, -4.939)
C (-6.029, 4.152, -4.795)
H (-7.740, 2.118, -2.708)
H (-5.480, 1.451, -5.047)
H (-6.988, 1.816, -5.928)
H (-7.045, 0.910, -4.398)
H (-5.295, 4.548, -4.088)
H (-6.796, 4.911, -4.965)
H (-5.537, 3.911, -5.737)
C (3.173, -2.763, 1.211)
O (2.043, -3.167, 0.996)
N (3.503, -1.482, 1.525)
C (4.875, -1.076, 1.767)
C (2.448, -0.492, 1.622)
H (4.046, -3.434, 1.163)
H (4.954, -0.677, 2.782)
H (5.149, -0.302, 1.048)
H (5.557, -1.919, 1.661)
H (1.734, -0.803, 2.388)
H (1.928, -0.429, 0.664)
H (2.860, 0.484, 1.879)
C (-2.671, -6.151, -1.212)
O (-3.169, -6.046, -0.106)
N (-1.341, -6.281, -1.464)
C (-0.823, -6.403, -2.812)
C (-0.411, -6.299, -0.349)
H (-3.286, -6.149, -2.127)
H (-0.290, -7.352, -2.905)
H (-0.135, -5.576, -3.006)
H (-1.631, -6.374, -3.545)
H (-0.660, -7.133, 0.312)
H (-0.506, -5.368, 0.212)
H (0.612, -6.409, -0.707)
C (8.776, -0.742, 0.735)
O (7.796, -1.019, 1.403)
N (8.772, -0.501, -0.603)
C (9.983, -0.177, -1.329)
C (7.517, -0.571, -1.325)
H (9.779, -0.663, 1.185)
H (9.869, 0.807, -1.792)
H (10.146, -0.929, -2.105)
H (10.846, -0.160, -0.662)
H (6.818, 0.154, -0.901)
H (7.093, -1.572, -1.212)
H (7.672, -0.355, -2.382)
C (10.042, -5.171, 3.066)
O (10.137, -5.096, 1.856)
N (9.106, -4.533, 3.822)
C (9.057, -4.673, 5.263)
C (8.129, -3.688, 3.163)
H (10.734, -5.786, 3.664)
H (8.087, -5.089, 5.549)
H (9.181, -3.689, 5.722)
H (9.848, -5.335, 5.618)
H (7.561, -4.288, 2.448)
H (8.647, -2.897, 2.621)
H (7.449, -3.247, 3.893)

Results
Kohn-Sham gap: 0.22620 hartree
Net charge: +1
HOMO level: -0.3697 hartree

A molecular structure, C25H61Br3N6O14P2, computed with ωB97M-V/def2-TZVPD.

Element x y z (Å)
C (-1.672, 0.650, 2.489)
Br (-0.790, -1.084, 3.182)
Br (-3.518, 0.729, 2.897)
Br (-1.593, 0.610, 0.530)
H (-1.145, 1.493, 2.935)
O (2.034, 2.003, -1.992)
P (3.032, 2.763, -1.171)
N (4.663, 2.456, -1.449)
C (5.257, 1.169, -1.101)
C (5.258, 3.159, -2.642)
N (2.873, 2.511, 0.479)
C (3.993, 2.607, 1.488)
C (1.564, 2.609, 1.077)
N (2.786, 4.394, -1.237)
C (3.558, 5.302, -0.355)
C (2.383, 4.969, -2.551)
H (6.070, 1.367, -0.403)
H (5.372, 0.609, -2.029)
H (4.524, 0.661, -0.475)
H (5.598, 4.159, -2.371)
H (4.649, 3.251, -3.541)
H (6.234, 2.675, -2.675)
H (4.967, 2.512, 1.006)
H (3.992, 3.524, 2.077)
H (3.813, 1.699, 2.064)
H (1.452, 2.353, 2.131)
H (1.114, 3.587, 0.903)
H (0.876, 1.936, 0.566)
H (4.612, 5.025, -0.347)
H (3.522, 6.318, -0.748)
H (3.143, 5.432, 0.645)
H (1.502, 5.567, -2.315)
H (2.196, 4.210, -3.311)
H (2.985, 5.826, -2.855)
O (-2.839, -2.491, -4.867)
P (-1.422, -2.385, -4.593)
N (-0.896, -2.551, -2.987)
C (-0.372, -3.829, -2.405)
C (-1.541, -1.824, -1.939)
N (-0.796, -0.856, -5.072)
C (0.232, -0.169, -4.385)
C (-0.977, -0.357, -6.492)
N (-0.410, -3.396, -5.610)
C (1.008, -3.600, -5.706)
C (-1.091, -4.140, -6.756)
H (0.459, -3.729, -1.706)
H (-0.025, -4.437, -3.239)
H (-1.170, -4.462, -2.018)
H (-1.096, -1.873, -0.945)
H (-2.563, -2.201, -1.907)
H (-1.578, -0.752, -2.131)
H (0.850, -0.829, -3.777)
H (0.940, 0.397, -4.991)
H (-0.192, 0.483, -3.622)
H (-0.844, 0.706, -6.690)
H (-0.154, -0.831, -7.028)
H (-1.883, -0.678, -7.006)
H (1.338, -2.725, -6.265)
H (1.692, -3.440, -4.872)
H (1.214, -4.559, -6.180)
H (-1.997, -4.670, -6.462)
H (-0.435, -4.859, -7.247)
H (-1.531, -3.420, -7.447)
C (-0.293, -4.145, 1.578)
O (0.625, -5.122, 2.072)
C (0.254, -6.422, 2.474)
O (-0.857, -6.863, 2.303)
O (1.337, -7.143, 2.747)
C (1.221, -8.574, 2.898)
H (-0.457, -4.380, 0.526)
H (0.131, -3.141, 1.597)
H (-1.241, -4.146, 2.117)
H (1.599, -8.883, 3.873)
H (1.899, -9.159, 2.276)
H (0.239, -9.041, 2.972)
C (-7.249, 0.305, 2.713)
O (-7.526, 1.526, 3.182)
C (-7.008, 2.694, 2.547)
O (-6.384, 2.645, 1.453)
O (-7.456, 3.810, 3.124)
C (-7.036, 4.994, 2.631)
H (-7.696, -0.490, 3.311)
H (-6.183, 0.142, 2.559)
H (-7.699, 0.084, 1.745)
H (-5.952, 4.880, 2.648)
H (-7.424, 5.724, 3.342)
H (-7.349, 5.291, 1.630)
C (-4.828, 2.822, 5.729)
O (-3.440, 2.866, 5.275)
C (-2.449, 3.421, 5.978)
O (-2.451, 3.696, 7.175)
O (-1.410, 3.552, 5.124)
C (-0.070, 3.543, 5.596)
H (-4.967, 2.188, 6.605)
H (-5.624, 2.630, 5.009)
H (-5.140, 3.847, 5.930)
H (0.262, 4.523, 5.941)
H (0.520, 3.203, 4.745)
H (0.198, 2.736, 6.278)
C (3.267, -3.064, 3.353)
O (2.307, -2.315, 2.495)
C (2.671, -1.700, 1.361)
O (3.898, -1.679, 1.040)
O (1.525, -1.458, 0.656)
C (1.561, -0.916, -0.645)
H (4.209, -2.517, 3.404)
H (3.461, -4.059, 2.952)
H (2.944, -3.169, 4.388)
H (2.391, -0.229, -0.810)
H (0.709, -0.385, -1.069)
H (1.734, -1.699, -1.383)

Results
Spin multiplicity: 2
Kohn-Sham gap (alpha / beta): 0.31066 / 0.14345 hartree
Net charge: +1
<S²>: 0.7598
HOMO level (alpha / beta): -0.3878 / -0.3878 hartree

| no. | F_max (hartree/bohr) |
| --- | --- |
| 1 | 0.1047 |
| 2 | 0.1161 |